76
Properties=species:S:1:pos:R:3 method="wB97M-V/def2-TZVPD" relative_energy_kj_mol=71.4 fmax_ev_per_a=1.62 charge=+1 spin_multiplicity=2
Re 0.35 -0.19 -0.41
O -2.88 0.13 -2.60
S -2.24 -0.23 -1.39
O -1.50 0.87 -0.66
O -1.14 -1.29 -1.47
C -3.37 -0.83 -0.20
C -4.71 -0.93 -0.51
C -5.59 -1.33 0.49
C -5.11 -1.61 1.76
C -3.75 -1.50 2.05
C -2.85 -1.11 1.06
P -1.06 -1.04 1.47
C -1.02 0.00 2.94
C -1.79 1.16 2.95
C -1.70 2.04 4.02
C -0.85 1.77 5.07
C -0.07 0.62 5.06
C -0.14 -0.26 3.99
C -0.70 -2.75 1.95
C -0.19 -3.59 0.97
C 0.03 -4.93 1.24
C -0.26 -5.44 2.51
C -0.77 -4.60 3.49
C -1.00 -3.26 3.21
H -5.06 -0.69 -1.50
H -6.65 -1.42 0.28
H -5.79 -1.92 2.54
H -3.40 -1.73 3.04
H -2.47 1.38 2.13
H -2.30 2.94 4.02
H -0.78 2.46 5.91
H 0.62 0.42 5.87
H 0.51 -1.12 3.96
H 0.04 -3.21 -0.02
H 0.43 -5.58 0.48
H -0.08 -6.48 2.72
H -0.99 -4.99 4.47
H -1.39 -2.62 3.99
C -0.25 3.19 -2.18
C 0.35 2.98 -0.84
N 0.81 1.86 -0.25
C 1.26 2.23 0.99
C 1.10 3.56 1.18
N 0.53 4.00 0.01
C 1.34 4.49 2.31
O 1.92 3.98 3.38
O 1.01 5.64 2.20
C 1.71 1.13 1.86
O 2.25 1.29 2.93
O 1.49 -0.01 1.27
H -0.41 2.24 -2.68
H 0.42 3.80 -2.79
H -1.20 3.71 -2.08
H 0.30 4.97 -0.15
H 2.14 3.02 3.28
C 0.86 0.88 -7.26
O 2.18 0.62 -6.77
C 2.33 0.37 -5.47
C 3.67 0.10 -5.07
C 3.92 -0.22 -3.78
C 2.89 -0.26 -2.80
C 3.12 -0.81 -1.52
C 4.48 -1.15 -0.99
O 2.17 -1.08 -0.71
C 1.57 0.12 -3.20
O 0.60 0.34 -2.35
C 1.30 0.39 -4.55
H 0.97 1.01 -8.33
H 0.46 1.78 -6.81
H 0.21 0.03 -7.06
H 4.45 0.12 -5.82
H 4.93 -0.46 -3.49
H 5.16 -1.49 -1.76
H 4.38 -1.89 -0.21
H 4.89 -0.24 -0.55
H 0.29 0.64 -4.81

---

345
Properties=species:S:1:pos:R:3 method="wB97M-V/def2-TZVPD" relative_energy_kj_mol=890.4 fmax_ev_per_a=5.07 spin_multiplicity=1
C -6.74 -14.73 -18.13
C -6.31 -13.27 -17.76
C -7.73 -12.54 -17.60
C -8.46 -12.95 -16.32
C -7.64 -12.73 -15.06
C -6.23 -13.53 -15.14
N -5.59 -13.15 -16.40
O -4.20 -13.52 -16.38
C -5.54 -12.86 -13.94
C -6.47 -15.04 -14.91
C -5.47 -12.62 -18.87
H -5.81 -15.26 -18.36
H -7.21 -14.77 -19.11
H -7.31 -15.35 -17.44
H -7.48 -11.48 -17.64
H -8.32 -12.62 -18.51
H -8.81 -13.98 -16.41
H -9.36 -12.34 -16.30
H -8.24 -13.12 -14.24
H -7.51 -11.65 -14.96
H -5.94 -13.10 -12.96
H -4.47 -13.04 -14.04
H -5.54 -11.81 -14.21
H -7.30 -15.44 -15.49
H -5.50 -15.53 -14.98
H -6.86 -15.25 -13.91
H -5.91 -12.90 -19.83
H -4.45 -13.00 -18.86
H -5.40 -11.55 -18.68
H -4.23 -14.47 -16.24
C 0.98 -8.21 -22.23
C 2.43 -8.26 -22.71
C 3.19 -7.68 -21.46
C 4.67 -8.20 -21.33
C 4.70 -9.62 -21.52
C 4.09 -10.19 -22.85
N 2.74 -9.70 -23.01
O 2.18 -10.04 -24.24
C 5.05 -9.95 -23.98
C 3.85 -11.72 -22.73
C 2.69 -7.28 -23.82
H 0.32 -8.62 -22.99
H 0.61 -7.19 -22.11
H 0.69 -8.74 -21.32
H 3.14 -6.59 -21.45
H 2.69 -8.07 -20.57
H 5.15 -7.98 -20.37
H 5.28 -7.79 -22.13
H 4.08 -10.04 -20.73
H 5.69 -10.03 -21.33
H 5.69 -10.81 -24.16
H 4.56 -9.83 -24.95
H 5.66 -9.05 -24.02
H 3.02 -12.06 -22.10
H 3.71 -12.07 -23.75
H 4.70 -12.31 -22.38
H 2.26 -6.33 -23.50
H 2.16 -7.50 -24.74
H 3.71 -6.96 -24.05
H 1.78 -10.89 -24.04
C -1.94 -7.48 -16.37
C -1.37 -7.68 -17.78
C -2.17 -6.71 -18.73
C -1.77 -5.25 -18.59
C -0.24 -5.08 -18.80
C 0.64 -5.98 -17.91
N 0.09 -7.33 -18.08
O 0.96 -8.35 -17.70
C 1.99 -5.95 -18.48
C 0.54 -5.51 -16.45
C -1.68 -9.11 -18.32
H -2.76 -8.18 -16.22
H -2.15 -6.49 -15.96
H -1.22 -7.82 -15.62
H -2.05 -6.92 -19.79
H -3.24 -6.78 -18.54
H -1.90 -4.92 -17.55
H -2.23 -4.52 -19.26
H 0.07 -4.05 -18.59
H -0.08 -5.12 -19.87
H 2.74 -6.65 -18.13
H 2.02 -6.13 -19.56
H 2.59 -5.11 -18.14
H -0.45 -5.19 -16.13
H 0.81 -6.39 -15.87
H 1.37 -4.82 -16.28
H -1.09 -9.91 -17.86
H -1.30 -9.24 -19.33
H -2.68 -9.40 -18.01
H 1.30 -8.53 -18.58
C -4.15 -3.33 -26.56
C -3.06 -3.22 -25.39
C -2.03 -2.24 -25.93
C -1.22 -1.54 -24.78
C -2.10 -0.98 -23.71
C -3.17 -1.96 -23.13
N -3.85 -2.72 -24.19
O -4.73 -3.65 -23.77
C -2.46 -2.84 -22.13
C -4.27 -1.09 -22.52
C -2.49 -4.68 -25.24
H -3.84 -3.78 -27.50
H -4.50 -2.37 -26.94
H -5.05 -3.82 -26.19
H -1.34 -2.78 -26.58
H -2.58 -1.46 -26.47
H -0.69 -0.62 -25.04
H -0.61 -2.34 -24.37
H -2.54 -0.18 -24.30
H -1.38 -0.59 -23.00
H -1.84 -3.63 -22.56
H -1.82 -2.28 -21.45
H -3.16 -3.27 -21.42
H -3.94 -0.47 -21.69
H -4.80 -0.42 -23.20
H -5.15 -1.69 -22.27
H -1.82 -4.86 -24.40
H -1.84 -4.92 -26.08
H -3.38 -5.29 -25.17
H -5.56 -3.22 -24.02
C -0.04 -15.76 -18.17
C 1.12 -14.81 -18.78
C 1.22 -13.52 -17.91
C 2.55 -12.69 -18.05
C 3.76 -13.70 -17.87
C 3.72 -14.95 -18.80
N 2.36 -15.59 -18.73
O 2.23 -16.89 -19.30
C 4.08 -14.45 -20.28
C 4.86 -15.95 -18.45
C 0.67 -14.33 -20.15
H -0.20 -16.67 -18.74
H -1.05 -15.35 -18.18
H 0.22 -16.03 -17.15
H 0.31 -12.91 -17.93
H 1.23 -13.84 -16.87
H 2.65 -11.89 -17.32
H 2.52 -12.12 -18.98
H 3.73 -14.07 -16.85
H 4.77 -13.32 -18.04
H 3.33 -13.85 -20.80
H 5.10 -14.11 -20.47
H 4.03 -15.39 -20.83
H 5.03 -16.72 -19.20
H 5.86 -15.54 -18.29
H 4.51 -16.44 -17.54
H 0.78 -15.11 -20.91
H 1.40 -13.61 -20.53
H -0.34 -13.92 -20.21
H 1.95 -17.40 -18.54
C 9.86 -6.79 -18.64
C 8.65 -7.63 -18.53
C 8.77 -8.77 -17.46
C 8.63 -8.19 -16.08
C 7.42 -7.28 -15.89
C 7.12 -6.23 -17.01
N 7.40 -6.82 -18.33
O 7.06 -5.93 -19.39
C 5.67 -5.78 -16.93
C 7.96 -5.00 -16.65
C 8.44 -8.43 -19.93
H 10.71 -7.41 -18.94
H 10.10 -6.33 -17.68
H 9.89 -6.05 -19.44
H 8.02 -9.55 -17.61
H 9.70 -9.32 -17.36
H 9.52 -7.63 -15.79
H 8.59 -9.10 -15.47
H 7.29 -6.93 -14.87
H 6.62 -8.00 -15.99
H 5.01 -6.61 -17.18
H 5.37 -5.48 -15.92
H 5.52 -4.92 -17.58
H 8.18 -4.44 -17.56
H 7.59 -4.34 -15.86
H 8.95 -5.22 -16.26
H 9.23 -9.16 -20.11
H 8.41 -7.64 -20.68
H 7.47 -8.94 -19.87
H 7.81 -5.33 -19.28
C -6.78 -4.30 -19.58
C -6.51 -5.51 -18.77
C -5.39 -5.13 -17.69
C -5.18 -6.20 -16.56
C -6.43 -6.56 -15.90
C -7.62 -6.91 -16.92
N -7.71 -5.88 -18.01
O -8.84 -6.21 -18.86
C -7.33 -8.43 -17.41
C -8.90 -6.80 -16.07
C -5.95 -6.56 -19.71
H -7.29 -3.63 -18.89
H -7.58 -4.55 -20.27
H -5.92 -3.83 -20.07
H -4.47 -4.86 -18.21
H -5.55 -4.17 -17.21
H -4.54 -5.82 -15.76
H -4.86 -7.14 -17.03
H -6.79 -5.80 -15.22
H -6.12 -7.42 -15.30
H -7.53 -9.16 -16.63
H -8.09 -8.64 -18.16
H -6.34 -8.56 -17.85
H -9.06 -5.83 -15.60
H -9.73 -7.01 -16.75
H -8.89 -7.60 -15.32
H -5.40 -7.39 -19.25
H -5.27 -6.12 -20.44
H -6.69 -7.03 -20.35
H -9.35 -5.40 -18.94
C 0.84 -7.59 -8.83
C -0.44 -7.76 -9.78
C -1.63 -7.60 -8.81
C -2.98 -7.35 -9.56
C -2.73 -6.14 -10.46
C -1.61 -6.27 -11.55
N -0.42 -6.75 -10.84
O 0.75 -6.80 -11.49
C -2.06 -7.18 -12.64
C -1.37 -4.92 -12.35
C -0.42 -9.25 -10.32
H 1.65 -8.20 -9.22
H 0.67 -7.68 -7.76
H 1.19 -6.56 -8.71
H -1.64 -8.37 -8.04
H -1.44 -6.73 -8.18
H -3.88 -7.31 -8.93
H -3.32 -8.19 -10.17
H -2.39 -5.30 -9.84
H -3.67 -5.84 -10.91
H -2.37 -8.04 -12.05
H -2.89 -6.80 -13.23
H -1.22 -7.39 -13.31
H -1.11 -4.33 -11.47
H -0.55 -4.86 -13.06
H -2.33 -4.54 -12.69
H -1.02 -9.47 -11.19
H -0.82 -9.89 -9.53
H 0.59 -9.54 -10.62
H 0.79 -7.73 -11.75
C -0.02 -0.22 -13.26
C -1.55 -0.06 -13.17
C -1.99 1.35 -12.69
C -1.74 2.45 -13.78
C -2.32 1.96 -15.03
C -2.28 0.55 -15.57
N -2.22 -0.42 -14.45
O -2.19 -1.79 -14.69
C -3.59 0.20 -16.36
C -1.05 0.35 -16.48
C -1.99 -0.93 -12.08
H 0.22 -1.23 -13.60
H 0.53 -0.04 -12.34
H 0.45 0.45 -13.98
H -2.96 1.37 -12.19
H -1.31 1.47 -11.84
H -0.68 2.69 -13.87
H -2.29 3.31 -13.39
H -1.78 2.55 -15.78
H -3.33 2.35 -14.96
H -3.93 1.07 -16.92
H -3.64 -0.48 -17.22
H -4.46 -0.01 -15.75
H -0.87 -0.66 -16.86
H -1.01 1.09 -17.28
H -0.16 0.57 -15.89
H -3.06 -1.07 -12.16
H -1.63 -0.71 -11.07
H -1.49 -1.86 -12.35
H -1.28 -1.91 -14.94
C 4.13 1.68 -22.93
C 2.93 0.81 -22.68
C 3.21 -0.58 -23.32
C 2.12 -1.69 -22.85
C 2.09 -1.91 -21.34
C 1.98 -0.53 -20.65
N 2.70 0.58 -21.28
O 2.57 1.75 -20.47
C 0.42 -0.18 -20.48
C 2.48 -0.56 -19.19
C 1.65 1.34 -23.47
H 3.84 2.65 -23.32
H 4.68 1.32 -23.80
H 4.83 1.86 -22.11
H 2.97 -0.67 -24.38
H 4.25 -0.90 -23.38
H 2.28 -2.69 -23.26
H 1.15 -1.39 -23.24
H 2.95 -2.44 -20.92
H 1.23 -2.49 -21.01
H 0.11 -0.26 -21.52
H -0.13 -0.87 -19.84
H 0.25 0.87 -20.28
H 2.19 -1.53 -18.78
H 3.56 -0.63 -19.28
H 2.14 0.27 -18.56
H 1.44 2.34 -23.11
H 0.88 0.75 -22.97
H 1.82 1.41 -24.55
H 3.49 1.95 -20.27
C 3.76 -8.82 -11.97
C 2.99 -8.85 -13.36
O 1.65 -9.03 -13.07
H 3.19 -8.06 -11.43
H 4.81 -8.53 -12.03
H 3.73 -9.68 -11.31
H 3.47 -9.59 -14.01
H 3.17 -7.98 -14.00
H 1.41 -9.69 -13.72
C -1.61 -11.63 -13.99
C -0.73 -10.59 -14.67
O 0.62 -10.93 -14.86
H -0.98 -12.12 -13.26
H -1.86 -12.47 -14.64
H -2.47 -11.16 -13.50
H -0.55 -9.97 -13.79
H -1.02 -9.94 -15.49
H 0.63 -11.61 -15.54
C 3.81 -4.32 -11.53
C 3.22 -5.31 -12.59
O 2.09 -4.74 -13.30
H 4.86 -4.43 -11.27
H 3.23 -4.39 -10.61
H 3.75 -3.30 -11.92
H 2.96 -6.10 -11.89
H 4.04 -5.61 -13.25
H 1.40 -5.08 -12.72
C 3.91 -2.83 -15.95
C 3.05 -1.81 -15.15
O 3.97 -0.91 -14.56
H 4.42 -2.27 -16.74
H 3.33 -3.62 -16.43
H 4.61 -3.34 -15.29
H 2.40 -2.31 -14.43
H 2.27 -1.26 -15.68
H 4.64 -1.43 -14.11
C -2.97 -10.66 -21.21
C -2.69 -9.80 -22.38
O -2.64 -8.42 -22.21
H -3.36 -11.66 -21.43
H -3.71 -10.13 -20.62
H -2.09 -10.80 -20.58
H -3.53 -9.84 -23.07
H -1.81 -10.10 -22.95
H -2.79 -7.84 -22.95

---

7
Properties=species:S:1:pos:R:3 method="wB97M-V/def2-TZVPD" relative_energy_kj_mol=0.0 fmax_ev_per_a=2.17 charge=-2 spin_multiplicity=1
C -2.92 0.49 0.17
N -3.63 -0.39 -0.12
O -4.43 -1.32 -0.56
O -1.03 2.52 -0.66
H -0.48 2.62 0.10
H 14.20 -5.88 1.37
H -1.71 1.96 -0.30

---

32
Properties=species:S:1:pos:R:3 method="wB97M-V/def2-TZVPD" relative_energy_kj_mol=0.0 fmax_ev_per_a=4.66 charge=+1 spin_multiplicity=1
C 2.02 -0.52 -1.04
C 1.65 2.00 -1.20
C -0.99 -0.39 2.48
C 1.23 0.52 2.34
C -2.08 0.48 -2.08
C -2.76 -1.09 -0.11
C 1.04 0.55 -1.12
C 0.30 -0.34 1.58
C -1.65 -0.50 -1.01
O 2.41 -1.08 -2.27
S -0.47 0.53 0.04
H 3.18 -0.54 -2.63
H 1.47 -1.35 -0.45
H 2.88 -0.36 -0.42
H 1.01 2.73 -1.63
H 2.46 1.91 -1.91
H 2.16 2.26 -0.30
H -1.51 -1.36 2.29
H -1.45 0.59 2.36
H -0.70 -0.50 3.58
H 2.14 0.86 1.72
H 1.37 -0.01 3.29
H 0.82 1.57 2.66
H -3.11 0.16 -2.39
H -1.31 0.58 -2.77
H -2.39 1.51 -1.71
H -3.31 -0.38 0.44
H -2.37 -1.92 0.61
H -3.47 -1.46 -0.77
H 0.59 0.25 -2.10
H 0.86 -1.24 1.38
H -1.12 -1.38 -1.49

---

14
Properties=species:S:1:pos:R:3 method="wB97M-V/def2-TZVPD" relative_energy_kj_mol=644.0 fmax_ev_per_a=2.03 spin_multiplicity=1
C -1.92 -0.05 -0.34
N 0.48 -0.09 1.82
N 1.06 -0.76 0.82
C 0.95 -0.46 -0.44
C 1.54 -0.05 -1.53
O 0.55 1.30 1.51
H 0.32 1.71 2.35
H -1.62 -0.50 0.69
H 1.23 -1.72 1.08
H -1.40 0.89 -0.44
H -2.98 0.18 -0.27
H -1.78 -0.68 -1.21
H 0.98 0.00 -2.45
H 2.58 0.24 -1.59

---

10
Properties=species:S:1:pos:R:3 method="wB97M-V/def2-TZVPD" relative_energy_kj_mol=103.1 fmax_ev_per_a=7.00 charge=+1 spin_multiplicity=1
C 0.84 -0.53 1.91
C -1.03 0.15 0.00
N -0.51 0.15 -1.36
O 0.41 -1.51 2.27
Br -1.74 -1.57 0.58
Br -2.15 1.78 0.35
H -0.19 0.24 0.43
H -0.21 0.93 -2.01
H -1.22 -0.22 -2.08
H 0.25 -0.51 -1.52